{
  "formula": "C106H175F12N10O12P3S4",
  "method": "ωB97M-V/def2-TZVPD",
  "energy_ev": -255968.10788,
  "total_charge": 8,
  "multiplicity": 1,
  "symbols": ["C", "C", "N", "C", "C", "N", "C", "C", "H", "H", "H", "H", "H", "H", "H", "H", "H", "H", "H", "C", "C", "C", "C", "P", "C", "C", "C", "C", "C", "C", "C", "C", "C", "C", "C", "C", "H", "H", "H", "H", "H", "H", "H", "H", "H", "H", "H", "H", "H", "H", "H", "H", "H", "H", "H", "H", "H", "H", "H", "H", "H", "H", "H", "H", "H", "H", "H", "H", "H", "H", "H", "H", "C", "C", "C", "C", "P", "C", "C", "C", "C", "C", "C", "C", "C", "C", "C", "C", "C", "H", "H", "H", "H", "H", "H", "H", "H", "H", "H", "H", "H", "H", "H", "H", "H", "H", "H", "H", "H", "H", "H", "H", "H", "H", "H", "H", "H", "H", "H", "H", "H", "H", "H", "H", "H", "C", "C", "C", "C", "P", "C", "C", "C", "C", "C", "C", "C", "C", "C", "C", "C", "C", "H", "H", "H", "H", "H", "H", "H", "H", "H", "H", "H", "H", "H", "H", "H", "H", "H", "H", "H", "H", "H", "H", "H", "H", "H", "H", "H", "H", "H", "H", "H", "H", "H", "H", "H", "H", "C", "N", "C", "C", "C", "C", "C", "C", "C", "C", "N", "C", "C", "C", "H", "H", "H", "H", "H", "H", "H", "H", "H", "H", "H", "H", "H", "H", "C", "N", "C", "C", "C", "C", "C", "C", "C", "C", "N", "C", "C", "C", "H", "H", "H", "H", "H", "H", "H", "H", "H", "H", "H", "H", "H", "H", "C", "N", "C", "C", "C", "C", "C", "C", "C", "C", "N", "C", "C", "C", "H", "H", "H", "H", "H", "H", "H", "H", "H", "H", "H", "H", "H", "H", "C", "N", "C", "C", "C", "C", "C", "C", "C", "C", "N", "C", "C", "C", "H", "H", "H", "H", "H", "H", "H", "H", "H", "H", "H", "H", "H", "H", "C", "F", "F", "F", "S", "O", "O", "O", "C", "F", "F", "F", "S", "O", "O", "O", "C", "F", "F", "F", "S", "O", "O", "O", "C", "F", "F", "F", "S", "O", "O", "O"],
  "xyz": [[3.36474, -9.69677, -3.12450], [2.15369, -9.01347, -3.68598], [2.06132, -7.57251, -3.21506], [1.85412, -7.09534, -1.90188], [1.48705, -5.77894, -2.02588], [1.42432, -5.44531, -3.37427], [1.86102, -6.52872, -4.01778], [1.24408, -4.05678, -3.90091], [3.47377, -10.68831, -3.53370], [3.32444, -9.85796, -2.02547], [4.27607, -9.17124, -3.49170], [1.24036, -9.54270, -3.47611], [2.18790, -8.94151, -4.79789], [1.83485, -7.75700, -1.10242], [1.34268, -5.02761, -1.30116], [2.00609, -6.61206, -5.08666], [1.89482, -4.01944, -4.77308], [1.40585, -3.28297, -3.15954], [0.17984, -3.95595, -4.20410], [-2.46374, -11.17374, 5.52031], [-1.10454, -10.72934, 6.05822], [-1.10265, -9.18274, 6.35308], [-1.48720, -8.36936, 5.17697], [-1.49204, -6.55960, 5.37919], [-2.87284, -5.88297, 6.35300], [-3.03382, -6.37112, 7.69265], [-4.20654, -5.82055, 8.51726], [-4.15500, -4.28197, 8.68263], [-0.00072, -6.08648, 6.15725], [0.26986, -4.53986, 6.32796], [1.60253, -4.30828, 6.99237], [1.62658, -4.71606, 8.46833], [-1.53958, -5.71715, 3.73118], [-2.71892, -6.08280, 2.86304], [-2.45194, -7.12389, 1.74743], [-3.74575, -7.39384, 0.93808], [-2.42746, -12.25188, 5.31164], [-2.58296, -10.73757, 4.52322], [-3.31812, -10.87293, 6.14913], [-0.32621, -10.98799, 5.37069], [-1.02172, -11.27182, 6.98617], [-0.08825, -8.88979, 6.65232], [-1.72084, -8.98014, 7.22847], [-2.49060, -8.59943, 4.83938], [-0.83385, -8.65137, 4.33399], [-3.87116, -6.01743, 5.87720], [-2.63749, -4.82385, 6.32077], [-2.16501, -6.19135, 8.31314], [-3.26366, -7.41376, 7.57956], [-4.14318, -6.32828, 9.48146], [-5.17127, -6.24725, 8.15329], [-3.18856, -3.91320, 9.11669], [-4.96010, -3.82258, 9.24811], [-4.23686, -3.89870, 7.66019], [0.88185, -6.51482, 5.69400], [0.00228, -6.60450, 7.13220], [-0.47243, -4.13746, 6.99994], [0.29040, -4.03041, 5.34609], [1.85296, -3.25766, 6.91414], [2.37866, -4.90825, 6.49003], [1.44198, -5.79011, 8.54258], [0.80904, -4.11230, 8.90161], [2.56234, -4.61510, 9.01073], [-0.53898, -5.78602, 3.29255], [-1.67773, -4.67417, 3.90933], [-3.26120, -5.24717, 2.34984], [-3.49652, -6.49111, 3.52277], [-2.02756, -8.00449, 2.20414], [-1.72382, -6.63946, 1.08762], [-4.29168, -6.41261, 0.74517], [-4.44941, -8.00443, 1.51595], [-3.49943, -7.94758, 0.03910], [-2.70047, -1.33058, -2.42619], [-3.10153, -2.01533, -1.11278], [-4.39806, -1.55740, -0.39820], [-4.34789, -2.04713, 1.05966], [-5.04596, -0.80688, 2.21725], [-4.22848, 0.83173, 2.09031], [-2.70347, 0.91636, 1.90475], [-2.17282, 2.31265, 1.89241], [-2.29356, 2.95302, 3.26211], [-6.83744, -0.74973, 1.83254], [-7.60687, -2.06543, 1.77425], [-8.96120, -1.83949, 1.09247], [-9.73251, -3.19946, 1.13572], [-4.80827, -1.46679, 3.88635], [-5.32111, -0.58279, 4.97654], [-4.95761, -1.13874, 6.33218], [-5.50874, -0.24187, 7.36448], [-1.73606, -1.75351, -2.81228], [-2.61499, -0.25998, -2.27794], [-3.42844, -1.45507, -3.21996], [-2.32534, -1.80148, -0.37146], [-3.23631, -3.11251, -1.22189], [-5.21528, -2.00698, -0.90344], [-4.55825, -0.45804, -0.56144], [-3.27966, -2.09084, 1.37932], [-4.91994, -2.95643, 1.15719], [-4.55653, 1.25889, 3.02728], [-4.75509, 1.32211, 1.26256], [-2.48406, 0.46045, 0.95939], [-2.18492, 0.26333, 2.63590], [-2.67482, 2.86331, 1.06265], [-1.12711, 2.23533, 1.56269], [-1.97481, 2.27648, 4.02774], [-3.36129, 3.14680, 3.45697], [-1.76933, 3.94804, 3.37891], [-6.96965, -0.25100, 0.88466], [-7.34536, -0.06936, 2.51147], [-7.57914, -2.62653, 2.72715], [-7.06544, -2.84594, 1.20374], [-8.79907, -1.53162, 0.04057], [-9.49121, -1.02755, 1.55896], [-10.72125, -3.18769, 0.71115], [-9.95685, -3.57086, 2.13615], [-9.12685, -3.94659, 0.59765], [-3.75062, -1.69344, 3.94291], [-5.24892, -2.47903, 3.81753], [-6.38621, -0.45695, 4.92096], [-4.95326, 0.43499, 4.84907], [-3.91037, -1.32495, 6.44240], [-5.38798, -2.15879, 6.33280], [-6.60016, -0.14232, 7.30178], [-5.07882, 0.77257, 7.25201], [-5.35200, -0.59475, 8.40790], [-2.95288, 3.48749, -2.62153], [-3.94345, 2.47300, -3.06447], [-4.88415, 2.91778, -4.17869], [-5.86394, 1.81656, -4.47202], [-6.48666, 1.65413, -6.18805], [-4.97612, 1.64956, -7.11881], [-3.82043, 0.75651, -6.65849], [-2.44787, 1.27613, -7.20824], [-1.24331, 0.48577, -6.64701], [-7.10066, -0.07993, -6.20722], [-8.06806, -0.55266, -5.07648], [-8.54073, -1.98264, -5.36609], [-8.94393, -2.68802, -4.09911], [-7.54838, 2.89825, -6.69782], [-9.01008, 2.95645, -6.15260], [-9.98180, 2.20064, -7.03316], [-11.31211, 2.02718, -6.25701], [-2.39907, 3.11269, -1.81141], [-3.43609, 4.38567, -2.27949], [-2.29055, 3.83857, -3.42013], [-4.58192, 2.14889, -2.26569], [-3.40675, 1.55785, -3.44825], [-4.46765, 3.28543, -5.10199], [-5.45225, 3.77512, -3.81992], [-6.74595, 1.90822, -3.80901], [-5.44509, 0.79608, -4.32620], [-4.66137, 2.67536, -6.95598], [-5.25726, 1.44831, -8.16986], [-3.99250, -0.28874, -6.93049], [-3.71407, 0.84490, -5.60473], [-2.27650, 2.35918, -6.92330], [-2.57331, 1.27459, -8.29039], [-1.37415, 0.52090, -5.59026], [-0.29839, 0.99053, -6.89463], [-1.30539, -0.56901, -6.95784], [-6.16423, -0.63503, -6.10038], [-7.52066, -0.25990, -7.17852], [-8.82471, 0.16395, -4.89309], [-7.50548, -0.58412, -4.13917], [-7.74445, -2.56295, -5.87442], [-9.40504, -1.97893, -6.01723], [-9.05464, -3.74842, -4.34932], [-9.94404, -2.35185, -3.80999], [-8.27175, -2.57818, -3.25649], [-7.57239, 3.00992, -7.79968], [-6.95480, 3.80426, -6.56707], [-9.21480, 4.01453, -6.04396], [-9.09343, 2.43169, -5.17976], [-9.56042, 1.23588, -7.27722], [-10.07836, 2.73439, -7.97535], [-12.09239, 1.53226, -6.78005], [-11.76432, 3.01059, -6.06649], [-11.12034, 1.49319, -5.31047], [0.34555, 7.86071, -10.14587], [0.95981, 6.88902, -9.19781], [2.14480, 6.32603, -9.48770], [2.85307, 5.62266, -8.50997], [2.29070, 5.47407, -7.23843], [1.09535, 6.09569, -6.95705], [0.44484, 6.77213, -7.92715], [3.14971, 4.85511, -6.10837], [2.57852, 3.91312, -5.27792], [3.21508, 3.58150, -4.09959], [4.35643, 4.10947, -3.76962], [5.01203, 4.77960, -4.68807], [4.47179, 5.20629, -5.86901], [5.02010, 3.79578, -2.47363], [-0.38496, 7.35612, -10.78791], [1.07277, 8.22365, -10.82891], [-0.16222, 8.61576, -9.58603], [2.60501, 6.53812, -10.47323], [3.82820, 5.18783, -8.83738], [0.72340, 6.08205, -5.90794], [-0.46996, 7.35681, -7.73196], [1.57010, 3.56332, -5.50549], [2.62859, 2.88012, -3.50049], [6.04711, 4.99298, -4.46482], [5.07368, 5.82239, -6.48161], [5.89082, 3.16276, -2.78928], [4.27932, 3.23965, -1.90237], [5.34240, 4.72967, -2.03628], [3.86098, 10.22193, 8.48780], [3.70814, 8.83969, 7.97636], [2.63160, 8.54642, 7.20071], [2.49023, 7.27908, 6.72355], [3.50525, 6.33373, 7.07094], [4.62526, 6.67328, 7.78341], [4.67108, 7.95998, 8.21197], [3.30475, 5.00524, 6.52573], [2.96653, 4.84364, 5.18969], [2.55337, 3.67473, 4.68578], [2.62273, 2.57168, 5.46235], [3.00587, 2.63064, 6.73577], [3.38522, 3.82453, 7.29135], [2.26738, 1.28086, 4.90504], [4.90195, 10.37013, 8.77477], [3.23093, 10.43161, 9.34948], [3.57446, 10.83816, 7.65709], [1.86126, 9.29755, 7.09572], [1.57161, 7.05439, 6.14090], [5.47956, 6.00958, 7.94572], [5.50914, 8.34293, 8.77938], [2.90528, 5.77091, 4.56622], [2.30855, 3.52721, 3.63568], [3.07285, 1.69936, 7.26218], [3.70783, 3.80186, 8.32675], [3.17383, 0.75965, 4.59556], [1.56345, 1.41872, 4.08103], [1.77589, 0.74551, 5.71225], [4.77791, -3.11838, 0.85548], [5.91849, -2.75644, -0.02652], [6.84397, -3.67918, -0.25232], [7.90149, -3.48397, -1.08040], [8.02732, -2.31302, -1.77109], [7.13562, -1.29136, -1.45611], [6.03631, -1.57169, -0.67989], [8.98684, -2.18120, -2.93217], [10.32246, -1.87730, -2.71533], [11.16208, -1.68560, -3.79055], [10.75718, -1.85231, -5.09353], [9.42585, -1.97897, -5.28348], [8.52632, -2.17649, -4.23742], [11.77094, -1.71018, -6.17117], [5.12519, -3.97284, 1.38793], [3.97263, -3.35362, 0.16188], [4.54232, -2.33248, 1.60406], [6.63159, -4.61971, 0.24919], [8.63778, -4.29941, -1.17551], [7.17270, -0.32392, -1.98964], [5.29656, -0.85214, -0.39612], [10.84741, -1.87661, -1.72832], [12.19107, -1.45918, -3.54452], [9.09511, -2.03958, -6.30149], [7.52478, -2.43155, -4.53347], [11.78751, -0.74854, -6.65631], [11.35622, -2.35796, -6.95452], [12.72059, -2.08609, -5.87430], [0.08407, 6.58531, 0.83545], [1.42388, 6.21297, 1.09583], [2.29672, 7.11908, 1.51228], [3.65880, 6.80685, 1.71275], [4.09783, 5.53036, 1.38692], [3.17784, 4.59112, 0.91766], [1.88512, 4.96342, 0.78533], [5.53592, 5.18075, 1.59967], [6.57495, 6.13055, 1.50638], [7.88240, 5.78594, 1.72333], [8.19895, 4.51902, 2.10729], [7.22212, 3.64386, 2.29421], [5.87691, 3.93920, 2.03074], [9.61506, 4.11894, 2.09614], [0.00294, 7.37759, 0.09451], [-0.29674, 6.90765, 1.78609], [-0.45425, 5.71632, 0.46418], [1.88168, 8.10657, 1.66874], [4.37485, 7.56946, 2.05213], [3.36057, 3.56268, 0.68194], [1.13375, 4.25782, 0.42608], [6.31194, 7.12440, 1.19585], [8.69130, 6.53545, 1.75513], [7.49358, 2.65762, 2.59822], [5.16620, 3.11460, 2.21379], [9.77883, 3.04354, 2.08721], [10.12821, 4.55666, 2.95860], [10.11691, 4.68109, 1.27476], [1.94544, 6.99623, -3.19288], [1.06107, 8.04066, -3.34434], [1.20576, 5.91910, -2.84269], [2.35458, 6.75942, -4.47811], [3.27262, 7.40022, -1.98400], [3.79831, 6.10796, -1.67630], [4.08943, 8.26365, -2.75189], [2.36521, 7.93489, -1.00774], [3.66494, -0.16671, -4.78214], [2.78821, 0.75215, -5.27731], [3.30336, -0.45698, -3.53354], [3.30692, -1.31916, -5.45695], [5.44019, 0.30687, -5.18257], [5.41180, 1.49176, -4.40177], [5.95890, -0.92825, -4.59558], [5.47206, 0.41014, -6.63197], [0.56924, 1.16358, -1.28571], [-0.54009, 0.63148, -0.78125], [0.76458, 0.53834, -2.47420], [0.35777, 2.43023, -1.59303], [2.08279, 1.02302, -0.17975], [3.21873, 1.33996, -1.10571], [1.82012, 2.03883, 0.87861], [1.96808, -0.36234, 0.27681], [6.93945, -0.50499, 3.30165], [7.10631, -1.30548, 2.27298], [6.82796, -1.37930, 4.38512], [8.04871, 0.19458, 3.45590], [5.36478, 0.43588, 2.94269], [5.82339, 0.85442, 1.58241], [4.32255, -0.58177, 3.05397], [5.22163, 1.49414, 3.94059]],
  "forces_ev_per_angstrom": [[0.975, 0.159, 0.156], [0.460, 0.774, -1.017], [-0.904, 0.836, 0.910], [-0.565, 1.116, -2.502], [0.221, -1.063, -0.422], [1.400, -0.224, 1.398], [-0.392, -0.555, -1.342], [-1.132, -1.225, -0.828], [-0.299, -0.416, -0.279], [0.184, 0.494, -0.655], [-0.481, -0.217, 0.786], [-0.513, 0.151, 0.451], [0.174, -0.036, 0.776], [0.255, -0.804, 1.351], [-0.370, 0.451, 0.726], [-0.176, 0.188, 0.036], [-0.091, 0.660, 0.136], [0.605, -0.250, 0.160], [0.714, -0.132, -0.046], [0.363, -0.006, -1.088], [-1.751, 1.185, 0.670], [1.088, -1.296, 1.373], [-0.446, 0.707, -1.343], [-0.551, -0.267, -1.231], [-0.518, 1.069, -2.664], [-0.580, -0.809, 2.706], [-0.531, -0.022, 0.597], [0.500, -0.361, -0.666], [1.217, 1.115, 1.271], [-0.004, -1.197, -0.293], [1.464, -0.748, 0.410], [-0.942, -0.034, -0.398], [0.127, -0.054, 0.510], [-1.396, -1.145, -0.964], [-0.785, 1.357, 0.090], [-0.082, 0.685, 0.878], [-0.363, 0.244, 0.468], [-0.393, 0.047, -0.016], [0.395, -0.360, -0.141], [0.584, -0.201, -0.293], [0.789, 0.044, 0.409], [-0.034, -0.156, 0.051], [-0.188, -0.067, -0.078], [-0.428, -0.165, -0.106], [-0.068, 0.444, 0.081], [0.799, 0.081, -0.439], [-0.100, 0.489, -0.050], [0.549, -0.380, 0.048], [0.361, -0.852, 0.506], [0.219, 0.213, 0.151], [0.463, 0.878, -0.226], [-0.714, -0.527, -0.328], [-0.133, -0.331, 0.164], [0.069, 0.459, 0.092], [-0.029, -0.269, -0.612], [-0.165, 0.413, -0.079], [-0.616, 0.420, -0.116], [-0.406, -0.261, 0.412], [0.205, 0.254, -0.160], [-0.083, 0.449, -0.226], [-0.457, 0.089, 0.199], [0.449, -0.594, 0.614], [0.084, 0.628, -0.224], [-0.176, -0.340, -0.233], [0.241, 0.941, 0.753], [0.910, -0.112, 0.630], [-0.084, -0.047, -0.122], [0.162, -0.500, -0.183], [0.202, -0.374, -0.037], [0.795, -1.210, -0.177], [0.158, 0.052, -0.071], [-0.245, 0.197, -0.293], [0.236, -0.666, -0.007], [-0.289, -0.081, 0.312], [0.857, 0.935, -0.745], [0.530, 2.002, 0.212], [-0.432, -0.929, -0.466], [-0.573, -0.649, -0.327], [-0.663, -1.640, 0.206], [0.675, 0.517, -0.624], [-0.681, 1.755, -0.402], [0.307, 0.491, 0.368], [1.104, -1.095, -0.257], [-0.208, -1.608, 0.156], [0.394, 0.338, -0.124], [-0.088, -0.746, -1.659], [0.536, 0.212, 0.028], [-0.968, -1.188, -0.801], [-0.542, 0.744, 2.041], [-0.750, 0.536, 0.431], [0.326, 0.183, 0.090], [-0.300, -0.243, -0.121], [0.357, -0.348, -0.279], [0.563, 0.506, -0.046], [-1.022, -0.442, -0.366], [0.316, -0.657, 0.569], [-0.722, -0.613, -0.149], [0.263, -0.459, 0.361], [-0.096, 0.599, 0.168], [0.130, 0.229, 0.206], [0.197, -0.314, -0.722], [-0.197, 0.498, -0.031], [0.128, -0.028, 0.756], [-0.044, 0.099, 0.212], [0.468, -0.389, 0.517], [0.361, 0.126, 0.110], [-0.465, -1.130, -0.219], [0.312, 0.188, -0.621], [0.092, 0.104, 0.436], [-0.879, 0.855, 0.140], [-0.044, 0.610, -0.483], [0.041, -0.217, 0.437], [-0.396, 0.236, 0.376], [-0.237, 0.361, -0.672], [0.573, 0.193, 0.244], [-0.327, 0.107, 0.222], [0.540, 0.247, 0.301], [-0.265, 0.390, 0.382], [-0.716, -0.224, -0.061], [0.367, 0.108, 0.144], [0.963, 0.252, -0.024], [-0.101, 0.357, 0.447], [0.204, 0.008, -0.250], [-0.185, -0.433, 0.249], [0.218, 0.279, -0.684], [-0.135, 1.089, -0.764], [0.518, -1.116, -1.958], [-0.617, 0.538, 0.458], [-1.550, -0.794, -0.158], [0.745, -2.993, 1.705], [0.087, -0.042, -0.869], [0.740, 0.625, -0.577], [-0.462, 0.542, 0.101], [-0.977, 0.244, -1.115], [-0.134, 0.791, 0.933], [1.767, -0.474, -0.635], [0.525, 0.337, 0.103], [-1.090, -0.795, -0.282], [-1.018, 1.809, -1.507], [1.125, -0.765, 0.519], [-0.774, 0.349, 0.245], [0.700, 0.897, 0.083], [1.092, -0.462, 1.016], [-0.438, 0.460, 0.277], [0.065, -0.398, 0.050], [-0.261, -0.227, 0.694], [-0.395, 0.673, 0.486], [1.031, 0.000, -0.103], [-0.086, 0.170, 0.111], [0.347, -0.270, -0.226], [-0.113, 0.612, 0.176], [0.231, 0.403, -0.764], [0.364, 0.435, 0.285], [0.149, 0.110, 0.019], [-0.142, -0.293, 1.159], [-0.560, -0.991, -0.177], [0.620, -0.106, -0.180], [0.210, -0.112, 1.090], [-0.235, -0.563, -0.104], [0.456, 0.420, -0.035], [-0.092, -0.166, -0.263], [-0.205, -0.235, -0.603], [-1.236, 0.512, -0.093], [0.185, 0.025, 0.003], [-0.253, 0.454, 0.170], [-0.072, 0.060, -0.408], [0.031, 0.046, 0.383], [0.159, 0.015, 0.267], [0.309, 0.067, 0.067], [-0.161, -0.888, 0.131], [-0.085, 0.428, 0.887], [-0.523, 0.019, 0.188], [0.372, 0.736, -0.049], [0.137, -0.491, -0.077], [-0.376, 0.003, -0.151], [-0.356, -0.831, -0.704], [0.369, -0.138, 0.348], [-0.190, 0.290, -0.276], [-0.948, -1.449, -0.358], [0.266, 0.390, 0.951], [0.623, 0.115, 0.043], [0.018, -0.423, -0.885], [2.908, -0.417, 0.252], [-0.492, -0.653, 1.812], [-0.855, 1.281, -1.565], [-1.102, 0.159, -1.518], [-0.375, 0.655, -0.250], [-3.142, -1.284, -0.520], [0.655, -0.717, 1.090], [1.778, 1.172, -0.713], [-0.681, -0.476, 0.537], [0.803, -0.962, -1.353], [-0.016, -0.144, 0.353], [0.843, 0.599, -0.149], [-0.015, 0.598, 0.239], [-0.622, -0.235, 0.658], [-0.930, 0.390, 0.649], [0.101, 0.087, -1.143], [0.560, -0.487, -0.210], [0.409, -0.181, 0.318], [0.960, 0.288, 0.626], [-0.026, 0.242, 0.175], [0.306, 0.551, -0.687], [-0.852, 0.321, 0.684], [0.380, 0.009, 0.267], [-0.141, -0.050, 0.141], [0.214, 0.042, 0.079], [-0.533, 0.430, -0.210], [0.136, -0.108, 0.912], [0.259, -0.391, 0.231], [-1.248, 0.300, -1.179], [0.099, -0.550, -0.274], [0.876, 1.048, 0.946], [0.152, -2.292, 0.326], [-0.464, 3.206, -0.340], [0.626, -1.833, -0.545], [-0.426, 0.518, -0.463], [0.573, 0.306, -0.373], [0.094, 0.894, 0.294], [-0.491, -0.756, -0.009], [-0.160, 0.123, -0.173], [-0.170, -0.310, -0.025], [0.086, 0.694, -0.117], [0.214, 0.228, -0.096], [0.954, -0.146, 0.539], [-0.512, 0.140, 0.070], [0.014, -0.047, 0.034], [0.145, -1.080, 0.390], [-0.173, -0.080, 0.267], [-0.102, -0.262, 0.213], [-0.104, 0.255, -0.047], [-0.166, 0.046, -0.143], [0.299, -0.078, 0.015], [-0.077, -0.290, -0.146], [0.133, 1.045, -0.362], [0.281, 0.879, -0.792], [-0.539, -1.136, 1.053], [1.288, -1.601, -0.062], [0.136, 0.549, -0.984], [-0.619, 0.572, -1.367], [0.097, 0.019, 1.606], [-0.310, 0.872, 0.949], [1.105, -0.256, 0.462], [0.052, -0.610, -0.362], [0.105, 1.718, 2.467], [0.522, -0.789, -0.016], [0.676, -0.402, -0.659], [-2.034, -1.140, -1.480], [-0.121, -0.733, 0.404], [-0.331, 0.055, 0.474], [0.074, -0.179, -0.838], [0.536, 0.064, -0.098], [-0.558, 0.432, -0.159], [-0.066, -0.668, 0.437], [-0.352, 0.509, -0.232], [-0.974, 0.191, -0.799], [0.169, -0.089, -0.705], [-0.086, 0.026, -0.374], [-0.292, 0.350, 0.232], [0.092, 0.687, 0.556], [0.541, -0.100, 0.026], [0.616, -0.072, 0.449], [-1.521, 0.074, -0.276], [2.791, -1.469, -0.608], [1.207, 0.593, 0.399], [-0.809, 0.246, -0.278], [0.575, 0.274, 0.176], [0.270, 0.346, 0.386], [-1.748, 0.286, -0.218], [-0.146, 0.763, 0.079], [-0.394, -0.117, -0.371], [0.116, 0.681, 0.723], [-0.308, 0.283, -0.744], [-0.759, -0.279, -0.381], [0.471, -1.655, 0.729], [1.341, 1.431, 0.228], [0.315, 0.085, -0.002], [-0.777, 0.262, 0.236], [-0.102, 0.069, 0.149], [0.235, 0.047, 0.058], [-0.695, -0.288, -0.148], [0.524, -0.308, -0.144], [0.305, 0.200, 0.116], [0.309, 0.367, -0.069], [-0.419, -0.608, -0.436], [0.207, -0.489, 0.134], [0.462, 0.661, -0.224], [-0.320, 0.164, -0.224], [-0.321, -0.325, 0.284], [-0.521, -0.982, 0.148], [-1.502, 1.002, -1.604], [0.851, -0.985, 0.501], [0.148, -0.001, 0.187], [0.358, 0.003, 0.877], [-2.205, 0.268, -2.036], [0.844, -1.236, 0.892], [0.952, 0.746, 0.162], [0.202, 0.636, 1.552], [-1.449, -1.369, -2.305], [0.134, 0.360, 0.563], [0.625, 0.765, 0.553], [0.515, 0.256, -0.040], [-3.725, -3.293, -1.166], [1.644, 2.150, 1.046], [1.532, 0.911, -0.027], [0.617, 0.228, 1.614], [1.053, -0.763, -1.125], [-0.223, 0.147, 0.620], [0.216, -0.039, 0.558], [-0.435, 1.116, 0.150], [0.863, -0.330, -0.283], [-2.257, -0.312, 1.967], [0.244, -1.026, -1.216], [0.402, 1.178, -0.428], [-0.693, -1.817, 2.263], [0.301, -0.724, -1.253], [-0.051, 1.592, -0.933], [-0.118, 0.663, 0.127], [1.186, -0.599, -1.024], [-1.556, 0.011, 1.883], [0.731, 0.779, -0.551], [0.183, 0.131, -0.567]],
  "mulliken_charge": [-1.116, -0.366, 0.223, -0.561, -0.701, 0.306, -0.131, -0.734, 0.407, 0.324, 0.308, 0.353, 0.290, 0.500, 0.675, 0.379, 0.335, 0.236, 0.268, -1.081, -0.667, -0.736, -0.902, 1.228, -0.433, -0.663, -0.950, -0.673, -1.539, -0.116, -0.717, -1.111, -1.030, -0.289, -0.245, -1.179, 0.391, 0.255, 0.290, 0.337, 0.400, 0.279, 0.293, 0.508, 0.553, 0.550, 0.371, 0.313, 0.175, 0.413, 0.435, 0.267, 0.462, -0.149, 0.776, 0.597, 0.121, 0.247, 0.293, 0.366, 0.262, 0.275, 0.409, 0.713, 0.443, -0.253, 0.326, 0.246, 0.235, 0.162, 0.360, 0.411, -0.863, -0.630, -0.629, -1.195, 0.097, -0.993, 0.102, 0.612, -1.411, -1.359, -0.586, -0.303, -1.390, -0.993, -0.958, -0.229, -1.457, 0.206, -0.120, 0.530, 0.219, 0.302, 0.925, -0.017, 0.662, 0.744, 0.762, 0.511, -0.437, 0.363, 0.174, -0.347, 0.396, 0.358, 0.311, 0.614, 0.871, 0.388, 0.184, 0.227, 0.383, 0.419, 0.353, 0.322, 0.646, 0.841, 0.435, 0.408, 0.360, 0.178, 0.362, 0.344, 0.392, -1.707, 0.970, -1.216, -0.899, 0.814, -1.287, 0.246, -0.588, -1.051, -1.508, -0.403, -0.452, -1.261, -1.230, -0.593, -0.426, -1.307, 0.250, 0.470, 0.356, 0.168, -0.515, 0.559, 0.552, 1.004, 0.056, 0.560, 0.710, 0.443, -0.583, 0.255, 0.429, 0.117, 0.383, 0.356, 0.703, 0.672, 0.356, 0.114, 0.379, 0.342, 0.410, 0.336, 0.237, 0.668, 0.621, 0.565, 0.162, 0.242, 0.474, 0.426, 0.335, 0.286, -0.863, 0.143, -0.302, -0.673, 0.485, -0.495, -0.515, 0.393, -0.619, -0.057, 1.429, -1.040, -0.877, -1.701, 0.337, 0.351, 0.325, 0.381, 0.467, 0.362, 0.409, 0.809, 0.435, 0.662, 0.704, 0.425, 0.135, 0.792, -0.860, 0.007, -0.497, -0.544, 0.509, -0.713, -0.158, 0.780, -0.756, 0.169, 0.294, -0.405, -0.648, -1.329, 0.319, 0.331, 0.406, 0.521, 0.507, 0.536, 0.418, 0.335, 0.377, 0.545, 0.607, 0.343, 0.380, 0.500, -0.643, 0.513, -0.525, -0.419, 0.691, -0.530, -1.635, 0.319, -0.473, -0.380, 0.073, -0.242, -0.637, -0.897, 0.290, 0.383, 0.154, 0.484, 0.559, 0.522, 1.416, 0.420, 0.437, 0.509, 0.440, 0.344, 0.364, 0.373, -0.976, 0.512, -1.332, -0.558, 2.030, 0.030, -0.626, -0.042, -0.825, -0.798, 0.193, -0.610, 0.409, -0.942, 0.275, 0.431, 0.294, 0.689, 0.623, 0.267, 0.235, 0.621, 0.505, 0.550, -0.257, 0.335, 0.396, 0.382, 0.554, -0.270, -0.133, -0.242, 1.285, -0.605, -0.692, -0.722, 0.355, -0.114, -0.131, -0.286, 0.874, -0.562, -0.533, -0.675, -0.399, -0.020, -0.049, -0.101, 0.880, -0.137, -0.533, -0.470, 0.226, -0.145, -0.246, -0.219, 0.971, -0.342, -0.671, -0.547]
}